Formula: C3H15N4
Source: the OMol25 dataset
Level of theory: wB97M-V/def2-TZVPD

```
22
Properties=species:S:1:pos:R:3:forces:R:3:lowdin_charge:R:1
N 1.3038 -2.6774 -2.1859 -0.1238 0.4812 0.2354 0.00
N -2.0058 1.4084 -0.3174 0.2577 0.5951 -0.0078 0.20
N 1.7047 -0.4527 -1.0998 0.3432 -0.0540 -0.0729 -0.01
N -0.1626 0.3928 2.7730 -0.3535 0.4954 -0.2895 0.02
C -0.8484 0.9418 0.5425 -0.2000 -0.1953 -0.0443 -0.17
C 2.2459 -1.6487 -1.7539 -0.2573 -0.0753 -0.0786 -0.35
C -1.1640 1.1367 2.0154 -0.1416 -0.3383 -0.0904 -0.28
H -2.1480 0.7104 2.2358 0.0374 -0.0487 0.0052 0.13
H -1.7409 1.5107 -1.2987 0.0205 -0.2061 -0.0287 0.17
H -1.2315 2.2102 2.2346 0.1039 0.0533 0.0434 0.12
H 0.6807 -2.2920 -2.8873 0.0372 -0.1219 -0.1517 0.05
H 0.0386 1.5001 0.2518 -0.0227 0.0517 -0.1677 0.13
H 0.7149 -2.9375 -1.4021 0.0369 -0.2425 0.0112 0.05
H -0.4069 0.4462 3.7530 0.1846 -0.1587 0.1289 0.09
H 0.9999 -0.0076 -1.6718 -0.0966 -0.0558 0.0638 0.04
H 2.9357 -2.1103 -1.0512 0.1486 0.0650 -0.0587 0.11
H 2.7913 -1.3205 -2.6356 0.1550 -0.0365 0.0358 0.11
H 1.3687 -0.6622 -0.1718 -0.1753 -0.0439 -0.0047 0.03
H -2.8028 0.7723 -0.2606 -0.0009 0.0468 0.0622 0.18
H 0.7372 0.8430 2.6548 0.1556 -0.0586 0.2089 0.08
H -0.7093 -0.1056 0.2930 0.0746 -0.0643 0.1408 0.12
H -2.3013 2.3418 -0.0179 -0.1837 -0.0886 0.0594 0.17
```
Forces are in eV/Å.

Computed properties:
2S+1: 1
charge: +1
energy above the lowest of the compared OMol25 structures with the same formula, charge and spin: 1.024 eV

Formula: C2HBr
Source: the OMol25 dataset
Level of theory: wB97M-V/def2-TZVPD

```
4
Properties=species:S:1:pos:R:3:forces:R:3:lowdin_charge:R:1
Br 1.1605 -0.4097 -0.1110 1.6945 -0.5102 -1.4961 0.84
C -0.5773 -0.4420 0.4621 -0.6816 1.5613 3.0227 -0.45
C 0.8313 1.3964 -0.1547 -1.2795 -1.0323 0.4293 -0.29
H -1.4145 -0.5447 -0.1964 0.2666 -0.0188 -1.9559 -0.10
```
Forces are in eV/Å.

Computed properties:
2S+1: 1
charge: 0
energy above the lowest of the compared OMol25 structures with the same formula, charge and spin: 5.905 eV

Formula: C3H3ClOS
Source: the OMol25 dataset
Level of theory: wB97M-V/def2-TZVPD

```
9
Properties=species:S:1:pos:R:3:forces:R:3:lowdin_charge:R:1
Cl -1.4514 1.9215 -1.1260 0.5901 -0.4495 -0.1571 0.57
S -0.2593 -2.7462 2.3522 0.1313 0.9226 -0.1095 0.61
O 2.1247 1.3767 -1.7303 -1.5217 -0.1306 -0.5908 0.18
C -0.2135 -1.1546 2.0903 3.4548 -1.1295 -0.5358 -0.59
C -0.2366 0.7458 -1.6495 -2.8854 -0.2357 -0.2392 -0.54
C 0.9820 1.1193 -1.8006 3.5223 0.5276 0.8557 -0.29
H -0.6264 -0.1917 -2.0395 0.2964 0.2659 0.1607 0.08
H -1.0205 -0.5428 2.0741 -2.9026 1.5008 0.1778 -0.05
H 0.7009 -0.5280 1.8293 -0.6853 -1.2716 0.4382 0.03
```
Forces are in eV/Å.

Computed properties:
2S+1: 1
charge: 0
energy above the lowest of the compared OMol25 structures with the same formula, charge and spin: 2.269 eV
SMILES: O=C=CCl.C=S

Formula: C32H25N4O9ReSe
Source: the OMol25 dataset
Level of theory: wB97M-V/def2-TZVPD

```
72
Properties=species:S:1:pos:R:3:forces:R:3:lowdin_charge:R:1
Re 0.3508 0.5514 0.0675 1.0246 -0.7653 0.1130 1.77
Se 1.4552 -2.9446 -0.5129 0.4601 -1.3038 0.1286 0.76
O -0.3771 -0.1753 1.8929 0.6368 0.6253 -1.1537 -0.12
O 0.9394 -1.2971 -0.4127 -1.1854 3.1983 0.7595 -0.54
O -1.2893 2.4498 -1.2853 -0.0289 -0.0988 -0.0478 -0.15
O 2.4722 0.0919 -4.1228 -0.1593 -0.2887 0.3242 -0.08
O 0.1637 -3.7942 -0.8992 -1.1826 -0.1559 -0.3368 -0.43
O 1.5508 1.0153 -1.6119 -2.1856 -0.1657 1.1065 -0.19
O 2.0131 -3.3013 0.9353 0.2464 0.1888 1.3519 -0.46
O -0.1076 2.3741 1.1415 -0.6429 -1.5770 -1.6863 -0.15
O 2.5812 -2.9991 -1.6310 0.7166 0.4251 -0.9628 -0.42
N 2.0677 1.1727 1.0342 0.4347 -0.6760 -0.9792 -0.15
N 1.8998 1.9292 2.1373 -0.4880 0.8772 1.2321 0.09
N -1.9881 -1.2407 -0.2710 -0.6162 0.2713 -0.6307 0.12
N -1.4793 -0.1428 -0.6830 0.4667 -0.3745 1.1179 -0.09
C 3.2260 0.6923 0.7197 -0.1238 0.4630 0.4332 -0.04
C -2.0217 -5.4008 2.0704 0.0162 -0.1399 -0.0922 -0.04
C -3.0124 1.2550 -4.3079 0.0299 -0.0224 0.0239 -0.10
C 3.5010 0.0936 -0.5473 -0.2299 -0.0245 -0.8597 -0.16
C 4.2793 -0.9044 -3.0166 -0.1086 0.2254 0.1695 -0.01
C -2.8682 -5.2695 -0.1653 -0.0332 0.1763 -0.0294 -0.08
C -1.6467 -1.8977 0.8321 0.7345 0.4372 0.7773 -0.17
C -1.8917 1.6724 -2.2205 -0.0610 -0.4436 0.0960 -0.22
C -2.6555 -3.9141 -0.1828 -0.0982 -0.1415 -0.0146 -0.03
C 0.3349 3.6103 5.6836 0.1144 0.0104 0.1020 -0.09
C 3.1533 -0.1080 -2.9474 -0.0689 0.0548 0.2587 -0.21
C -0.9126 -1.3300 1.9312 -0.8499 -0.7808 -0.3980 -0.31
C -1.7875 -4.0183 2.0744 -0.2074 -0.0284 -0.5000 -0.17
C 0.7079 2.4916 2.1249 1.9082 -0.5152 0.3886 -0.45
C -2.3889 2.1299 -3.4299 0.0588 0.1140 -0.0175 -0.03
C 2.6666 0.3484 -1.6871 1.7903 -0.3161 -0.1213 -0.29
C -2.0801 -3.2646 0.9168 -0.0902 -0.5298 0.2226 -0.11
C 2.0310 1.4000 -4.4098 0.0828 0.3446 -0.1173 -0.08
C -1.3841 4.6396 4.3720 -0.0464 0.0999 0.0192 -0.09
C 5.0249 -1.2078 -1.8836 0.0240 0.1081 0.0074 -0.09
C -1.2072 -3.3718 3.1992 0.1458 0.4301 -0.0612 0.00
C -3.1394 -0.0832 -3.9874 -0.1222 0.0043 -0.0941 -0.09
C -0.9633 3.7843 -1.5933 0.0660 0.2629 -0.0388 -0.07
C -0.8495 4.0763 3.2284 0.1175 -0.1362 -0.1118 -0.02
C 0.8806 3.0553 4.5415 0.0354 -0.0329 -0.1464 -0.03
C 4.6614 -0.6735 -0.6753 -0.0561 -0.0391 0.0195 -0.05
C -0.8095 4.3874 5.6071 -0.0238 0.0596 0.0033 -0.10
C -0.8355 -2.0715 3.1466 0.0650 -0.0567 0.1981 0.01
C 0.2734 3.2576 3.3062 -0.2673 0.1012 0.2272 -0.14
C -2.0286 0.3098 -1.8822 -0.4291 0.3717 -1.0827 -0.16
C -2.5333 -6.0249 0.9603 0.0209 -0.1061 0.1867 -0.09
C -2.6542 -0.5512 -2.7815 0.2312 0.1680 0.1719 0.00
H 5.8759 -1.8645 -1.9517 0.1175 -0.0872 -0.0487 0.10
H -1.7294 -5.9771 2.9373 -0.0396 -0.0533 0.1109 0.11
H 2.8571 1.9891 -4.8349 -0.0930 -0.0426 -0.0067 0.09
H 4.0492 0.7937 1.4241 -0.1096 0.1280 0.0812 0.14
H -2.2613 5.2653 4.2991 -0.0982 0.0427 0.0090 0.10
H -1.3062 4.2400 2.2652 -0.1145 -0.0328 -0.0944 0.11
H 0.7991 3.4216 6.6411 0.0186 -0.0154 0.0756 0.10
H -1.0211 -3.9496 4.0940 -0.0385 -0.0485 0.0906 0.12
H -3.2498 -5.7649 -1.0470 -0.0696 -0.0010 -0.0487 0.10
H -1.2569 4.7881 6.5057 0.0055 0.0683 0.0571 0.10
H 1.6445 1.9131 -3.5291 -0.0245 -0.0799 -0.1161 0.07
H -2.6577 -7.0995 0.9437 -0.0177 -0.0275 0.0434 0.09
H 1.7596 2.4326 4.5804 0.0715 -0.1114 0.0613 0.11
H 4.5479 -1.3134 -3.9772 0.0058 -0.0227 -0.1588 0.12
H -0.2470 3.8439 -2.4218 -0.1300 -0.0632 0.0187 0.10
H -2.7115 -1.5978 -2.5333 0.0088 -0.0671 0.0524 0.10
H -1.8596 4.3728 -1.8302 0.1251 -0.0832 0.0289 0.09
H -0.3716 -1.5708 3.9834 0.0961 -0.0124 0.0587 0.12
H -2.2916 3.1671 -3.7035 0.0487 0.1585 0.0178 0.10
H -3.3846 1.6271 -5.2501 -0.0365 0.0533 -0.1001 0.10
H -2.8702 -3.3381 -1.0676 0.0391 -0.0137 -0.0681 0.09
H 5.2265 -0.8869 0.2188 0.1469 -0.0298 0.1010 0.11
H -3.6070 -0.7697 -4.6789 -0.0082 -0.0272 -0.0349 0.10
H -0.4933 4.1778 -0.6919 -0.0647 -0.0205 -0.0847 0.09
H 1.2368 1.2962 -5.1495 0.0391 0.0900 -0.0019 0.09
```
Forces are in eV/Å.

Computed properties:
2S+1: 2
<S²>: 0.78
charge: -1
calculated total energy: -4610.2614 a.u.

Formula: C61H45BrIN5O5Sr
Source: the OMol25 dataset
Level of theory: wB97M-V/def2-TZVPD

```
119
Properties=species:S:1:pos:R:3:forces:R:3:lowdin_charge:R:1
I -1.3816 3.0948 -0.3718 -0.1641 0.8305 -0.2418 -0.15
Sr -0.1557 0.2414 -0.2487 -1.9772 2.2077 0.1359 1.07
Br -2.9594 -0.5960 -3.6640 0.0041 -0.0071 0.0234 0.79
O 8.7168 2.9894 -0.2153 -0.0164 -0.0052 -0.0173 -0.10
O 1.0492 1.5456 9.0803 -0.0395 0.0008 -0.0324 -0.10
O 3.2233 -6.5440 -5.4930 -0.1996 0.0352 0.0418 -0.13
O -6.7234 -6.1723 1.8584 0.0739 0.0700 0.0415 -0.13
O 0.0446 1.9371 -7.0585 -0.0750 -0.0514 -0.0591 0.05
N 1.7504 -0.3047 -1.2925 1.5207 -0.5668 -0.7777 -0.14
N -1.4041 -0.4312 1.9180 -0.2257 -0.1715 0.4465 -0.06
N -0.6006 0.7074 -3.1609 -0.0333 -0.0644 0.1118 0.02
N -0.7618 -1.9125 -0.6909 -0.2068 -1.9173 -0.0635 -0.09
N 1.4148 0.9276 1.3973 0.7782 -0.0025 0.7431 -0.05
C 4.7390 1.6998 -0.1935 -0.0458 -0.0909 0.0276 -0.23
C -1.2610 0.7798 -5.4621 -0.0207 0.0558 -0.1873 -0.05
C -7.0755 2.0192 2.2397 -0.0783 0.0269 -0.0104 -0.11
C 1.1533 -0.0789 5.7690 -0.0333 0.0754 -0.0301 -0.02
C 2.0377 -5.7449 -3.5285 0.0432 -0.0848 -0.0732 -0.02
C 2.2409 2.0730 3.1836 -0.2040 -0.0884 0.0933 -0.06
C 1.4588 -4.6991 -2.8352 0.0964 0.0928 -0.0387 -0.02
C -0.3366 -2.4832 -1.8449 -0.4414 -0.4908 -0.2990 -0.30
C -4.6251 3.2339 1.7490 0.0819 0.0457 0.0037 -0.05
C -3.3635 -4.6731 1.8935 0.0043 -0.0101 -0.0790 -0.02
C -2.3177 -1.9418 3.4428 0.1739 0.3676 0.5785 -0.01
C -7.0154 3.3895 2.0211 0.0280 -0.0192 0.0033 -0.12
C 0.8793 1.2528 7.7459 -0.0079 0.0339 -0.0351 -0.29
C 2.9569 0.3386 -1.1720 0.2271 0.4688 0.5448 -0.29
C -3.4985 1.0579 1.9611 0.3732 0.1009 -0.3818 0.03
C 7.4273 2.5070 -0.1739 -0.1177 0.0235 -0.0293 -0.29
C -4.8913 -3.1787 0.8201 0.0468 -0.0070 0.0242 -0.01
C 1.8773 -1.2771 -2.2425 -0.4074 -0.8225 -0.0292 -0.27
C 1.4011 -3.4005 -3.3663 0.0846 -0.0712 -0.2438 -0.20
C 0.9483 -2.2783 -2.5137 0.5112 0.6222 0.0584 -0.10
C -0.0605 1.9740 5.6552 -0.0202 -0.0823 0.0159 -0.01
C 4.3948 -7.0028 -4.8544 0.1012 -0.0357 0.0198 -0.11
C -2.4569 0.4704 1.8330 -0.2464 -0.1749 0.3050 -0.09
C 5.7257 0.9161 0.3956 -0.0148 0.1156 -0.0377 -0.02
C -0.1431 1.5373 -5.7692 0.0373 -0.0808 0.2700 -0.32
C -3.5957 -3.4676 1.2413 -0.0069 -0.0211 0.0412 -0.20
C 2.5984 1.4961 1.0430 -0.1166 0.1745 0.5728 -0.27
C 1.8624 -3.2371 -4.6772 -0.2314 0.0289 0.2112 -0.04
C 0.2048 0.6279 3.5564 -0.2513 -0.4191 -0.1632 -0.08
C -6.5751 -7.3768 1.1338 -0.0131 -0.0696 -0.0666 -0.10
C -5.9201 1.2564 2.2119 0.0411 0.0283 -0.0003 -0.04
C -5.7862 3.9884 1.7783 -0.0818 0.0248 0.0014 -0.09
C 7.0607 1.3023 0.4098 0.1421 -0.0463 0.0259 -0.03
C -4.6788 1.8543 1.9646 -0.3192 0.0924 0.1022 -0.23
C -5.6731 -5.2828 1.6622 -0.0011 -0.0066 -0.0237 -0.31
C 1.3779 0.1150 7.1283 0.0464 -0.0520 0.0951 -0.03
C -2.2925 -3.4711 -1.3329 -0.1801 0.1606 0.3510 -0.07
C 5.1300 2.9049 -0.7714 0.0320 -0.0146 0.0402 -0.02
C 1.1984 1.2484 2.7103 0.2814 0.2718 -0.0524 -0.28
C 3.8691 -0.1868 -2.1812 -0.0627 -0.2801 -0.3986 -0.01
C 3.3248 1.2189 -0.1783 0.0079 -0.4191 -0.6562 -0.10
C 3.1242 2.2377 2.1285 0.0355 0.0086 -0.2379 -0.06
C 0.4682 1.4413 -3.4698 0.0220 0.0499 -0.1154 -0.14
C -2.5136 -2.4775 0.9737 0.3624 0.3106 0.7421 -0.09
C -1.2902 -3.4368 -2.2867 0.2659 0.1389 -0.0456 -0.11
C -0.8168 -0.2122 3.2502 0.4032 0.4541 0.2826 -0.17
C 6.4568 3.3052 -0.7652 0.0663 0.0927 -0.0504 -0.02
C 2.5781 -5.5261 -4.7917 0.0438 0.0690 -0.0105 -0.31
C 0.4333 0.8372 5.0185 0.0223 -0.0512 0.0082 -0.22
C -4.3945 -5.5755 2.1118 -0.0312 -0.0637 0.0547 -0.02
C 9.7107 2.1777 0.3550 0.0963 -0.0048 0.0165 -0.12
C 0.1590 2.1828 7.0049 0.0071 0.0628 0.0321 -0.01
C 2.4594 -4.2790 -5.3749 0.1058 -0.1131 -0.1522 -0.02
C -1.9382 -2.5299 -0.3421 -0.0580 -0.2321 -0.7134 -0.28
C -1.4220 0.4029 -4.1389 0.0271 0.0778 0.1347 -0.72
C 3.2281 -1.1905 -2.8134 0.3630 0.3551 0.0439 -0.01
C -1.5543 -1.0762 4.1526 -0.3813 -0.4157 -0.2103 -0.01
C 0.7466 1.8695 -4.7533 -0.0147 0.0292 -0.0591 0.01
C -5.9255 -4.0798 1.0231 -0.0746 -0.0556 -0.0063 0.00
C -2.1194 -1.7189 2.0315 -0.2971 -0.4188 -0.6515 -0.18
C 1.7150 0.5852 9.8594 0.0400 -0.0399 0.0622 -0.12
H 1.2086 -0.3856 9.8272 -0.0020 0.0213 -0.0022 0.09
H 1.1287 1.6909 -2.6494 0.0401 0.0204 -0.0307 0.10
H -1.9823 0.5103 -6.2185 0.0150 -0.0092 -0.0103 0.10
H 3.6392 -1.8233 -3.5808 0.0073 -0.0717 -0.0293 0.09
H -6.5466 -7.1872 0.0551 -0.0026 0.0222 0.0267 0.09
H 10.6520 2.7089 0.2228 -0.0038 -0.0093 0.0148 0.08
H 1.0644 -4.8700 -1.8426 -0.0225 0.0269 0.0267 0.12
H -3.6689 3.6964 1.5397 0.0161 -0.0607 -0.0224 0.04
H -5.9644 0.1882 2.3840 0.0304 -0.0019 0.0015 0.11
H 2.7538 0.4489 9.5394 -0.0195 0.0083 -0.0058 0.09
H 4.1991 -7.3509 -3.8363 -0.0175 -0.0194 -0.0192 0.08
H 1.9467 -0.6212 7.6803 -0.0171 0.0119 -0.0097 0.09
H -7.4385 -7.9995 1.3666 0.0080 0.0136 0.0073 0.08
H -8.0299 1.5448 2.4370 0.0109 -0.0201 -0.0189 0.09
H 1.6353 2.4568 -4.9527 -0.0023 0.0126 0.0118 0.11
H 1.5431 -0.9645 5.2826 0.0256 0.0143 -0.0222 0.13
H -5.7325 5.0565 1.6048 0.0242 -0.0051 -0.0161 0.10
H -5.0801 -2.2398 0.3141 0.0183 0.0184 0.0126 0.13
H -1.2375 -4.0206 -3.1928 0.0271 -0.0089 -0.0005 0.10
H -1.4239 -1.0649 5.2226 -0.0478 -0.0200 0.0295 0.10
H 9.7782 1.2048 -0.1443 -0.0225 0.0128 0.0144 0.09
H 4.8813 0.1529 -2.3406 0.0269 -0.0513 -0.0102 0.10
H 0.8503 2.4604 -7.0952 0.0543 0.0299 -0.0118 0.10
H -3.1679 -4.1034 -1.3209 -0.0033 -0.0251 -0.0230 0.09
H -4.2042 -6.5062 2.6335 -0.0188 -0.0091 -0.0108 0.11
H 4.3810 3.5361 -1.2337 -0.0335 -0.0136 0.0192 0.12
H 2.8339 -4.1320 -6.3815 0.0263 -0.0028 0.0168 0.11
H 6.7643 4.2407 -1.2171 -0.0156 0.0008 0.0006 0.11
H 4.7761 -7.8347 -5.4472 0.0062 0.0122 0.0087 0.08
H -0.6251 2.6918 5.0734 0.0056 0.0227 0.0062 0.13
H -7.9205 3.9851 2.0356 0.0004 -0.0015 0.0156 0.09
H 1.7034 0.9591 10.8818 0.0144 -0.0079 -0.0084 0.08
H 5.4362 -0.0245 0.8474 -0.0188 0.0070 0.0245 0.13
H -6.9326 -3.8584 0.6918 -0.0007 -0.0221 -0.0081 0.11
H 7.7945 0.6573 0.8757 -0.0265 0.0127 -0.0148 0.09
H 5.1562 -6.2156 -4.8028 -0.0435 0.0140 -0.0273 0.09
H 2.3429 2.4784 4.1789 -0.0228 -0.0165 0.0163 0.09
H 9.5386 2.0144 1.4243 -0.0028 -0.0029 -0.0191 0.09
H -2.3610 -4.9103 2.2274 0.0198 0.0332 -0.0137 0.13
H 4.0478 2.7962 2.1347 0.0104 -0.0025 -0.0089 0.09
H -5.6629 -7.9124 1.4120 -0.0154 0.0085 0.0163 0.08
H 2.0855 -6.7332 -3.0854 0.0161 0.0025 0.0089 0.11
H -2.9250 -2.7354 3.8489 0.0161 -0.0239 0.0090 0.10
H 1.7509 -2.2698 -5.1510 0.0515 0.0498 0.0338 0.11
H -0.2179 3.0656 7.5061 -0.0123 -0.0057 -0.0042 0.11
```
Forces are in eV/Å.

Computed properties:
2S+1: 1
charge: -2
energy above the lowest of the compared OMol25 structures with the same formula, charge and spin: 0.000 eV

Formula: C10H16
Source: the OMol25 dataset
Level of theory: wB97M-V/def2-TZVPD

```
26
Properties=species:S:1:pos:R:3:forces:R:3:lowdin_charge:R:1
C 0.3237 2.8723 1.2334 0.1062 -0.3080 0.1624 -0.09
C 1.6598 2.6662 0.8854 -0.4218 0.1875 0.2281 -0.10
C -1.1972 -0.3154 -2.2968 0.0736 -0.8520 0.2433 -0.12
C 1.9417 1.7532 -0.1072 0.2672 -0.5244 -0.2378 -0.09
C -1.5607 0.5737 -1.1140 0.5812 0.1719 -0.4812 -0.20
C 0.9306 1.0474 -0.7716 0.2082 0.8673 0.2548 -0.05
C -0.3958 1.2979 -0.4550 -0.3984 -0.7053 0.2474 -0.24
C -0.6823 2.1553 0.6111 0.3069 0.2145 -0.0037 -0.06
C 0.6359 -2.2766 0.8046 0.2801 0.4430 0.0606 -0.17
C -0.2149 -3.3599 1.4390 -0.0983 0.0270 0.2777 -0.17
H -2.0541 -0.0432 -0.3643 -0.2166 0.1468 0.1115 0.11
H -1.1706 -2.9297 1.7206 -0.2941 0.0631 -0.0430 0.06
H 0.1902 -1.9307 -0.1309 0.0462 0.0290 0.1024 0.04
H -0.4294 -4.1849 0.7621 0.1556 -0.1030 0.0135 0.06
H -2.2401 1.3483 -1.4789 -0.2737 -0.1590 0.2586 0.11
H -2.0093 -1.0032 -2.5300 -0.3044 0.2128 -0.0795 0.07
H 2.4382 3.1795 1.4430 -0.0096 -0.0531 -0.2562 0.10
H 0.0646 3.5342 2.0463 0.0492 0.1026 0.0861 0.10
H -0.9560 0.2227 -3.2062 0.1700 0.2078 -0.0442 0.08
H 1.6732 -2.5356 0.5977 -0.0307 -0.4773 -0.1191 0.06
H 0.7324 -1.4165 1.4701 -0.2650 0.1041 -0.0297 0.07
H -1.6874 2.2338 1.0129 -0.0946 0.0992 -0.3482 0.11
H 2.9704 1.5236 -0.3611 0.0132 0.1019 0.0124 0.10
H -0.3787 -1.0056 -2.0568 0.0722 0.3305 -0.0618 0.05
H 1.2212 0.3385 -1.5304 -0.1246 -0.0502 -0.1218 0.10
H 0.1947 -3.7454 2.3767 0.2020 -0.0765 -0.2330 0.06
```
Forces are in eV/Å.

Computed properties:
2S+1: 1
charge: 0
energy above the lowest of the compared OMol25 structures with the same formula, charge and spin: 0.281 eV
SMILES: CCc1ccccc1.CC